--- 1 ---
A 2-piece molecular cluster, C2H4FNO overall. Source: the Open Molecules 2025 dataset; level of theory: ωB97M-V with the def2-TZVPD basis set.

Structure (ORCA input):
```
! RIJCOSX wB97M-V def2-TZVPD def2/J DEFGRID3
* xyz 0 1
C 0.17322 -0.18887 -1.79218
C -0.18628 -0.12360 1.16825
N 0.79870 0.61537 0.56938
O -0.85515 -0.69560 -1.50423
F 0.88967 -0.30779 -2.85370
H 0.25017 -0.95642 1.70196
H -0.66864 0.43742 1.94902
H -0.94125 -0.33139 0.31605
H 0.53956 1.55088 0.44545
*
```

Results
HOMO level (alpha / beta) = -9.7 / -9.5 eV
orbital gap (alpha / beta) = 8.84 / 9.26 eV

--- 2 ---
C2H4FNO as an isolated structure. Source: the Open Molecules 2025 dataset; level of theory: ωB97M-V with the def2-TZVPD basis set.

Structure (ORCA input):
```
! RIJCOSX wB97M-V def2-TZVPD def2/J DEFGRID3
* xyz 0 1
C -0.24005 0.72713 -0.01506
C 1.36940 0.49231 0.03464
H -2.68873 -1.11602 0.51098
H -0.67176 1.68339 0.08049
H 1.92257 1.15943 -0.75008
H 1.36457 0.87622 1.14096
N -0.97385 -0.36202 0.15385
O -2.25157 -0.12058 -0.18871
F 2.01408 -0.71343 -0.07412
*
```

Results
HOMO level = -9.3 eV
orbital gap = 9.57 eV

Which of them is most stable? Easy: 1.

--- 1 ---
An isolated ion of composition C3H8O2P and charge -1. Source: the Open Molecules 2025 dataset; level of theory: ωB97M-V with the def2-TZVPD basis set.

Structure (ORCA input):
```
! RIJCOSX wB97M-V def2-TZVPD def2/J DEFGRID3
* xyz -1 1
C 1.03258 1.00756 1.15082
C -1.04843 0.24406 -1.50486
C 0.87441 -0.37575 0.59750
O -0.61633 -2.41628 -1.07719
O -1.69629 -0.84301 0.93092
P -0.75581 -0.85340 -0.13937
H 0.94542 1.84117 0.34726
H 0.09564 1.21128 1.83776
H 1.99123 1.06537 1.74024
H -1.42154 -0.49202 -2.28696
H -1.86407 0.84789 -1.15558
H -0.11617 0.62196 -1.87824
H 0.84266 -1.22566 1.36675
H 1.73670 -0.63316 0.07093
*
```

Results
structure (SMILES) = CC[P@@](C)(=O)[O-]
HOMO level = -3.4 eV
orbital gap = 7.40 eV

--- 2 ---
An isolated ion of composition C3H8O2P and charge -1. Source: the Open Molecules 2025 dataset; level of theory: ωB97M-V with the def2-TZVPD basis set.

Structure (ORCA input):
```
! RIJCOSX wB97M-V def2-TZVPD def2/J DEFGRID3
* xyz -1 1
C 0.94395 -1.11777 0.51966
C 0.85646 1.39833 0.03785
C 0.27412 -0.00975 -0.27251
O -2.30225 1.18985 -0.37775
O -2.09800 -1.27225 -0.41496
P -1.58473 0.07070 0.47423
H 0.92149 -0.83230 1.63858
H 0.46963 -2.05100 0.31008
H 2.00091 -1.41338 0.16679
H 1.92353 1.49757 -0.38910
H 0.89158 1.56750 1.05059
H 0.16123 2.19275 -0.26718
H 0.25304 -0.10168 -1.38250
H -2.71095 -1.11857 -1.09379
*
```

Results
structure (SMILES) = CC(C)P([O-])O
HOMO level = -2.6 eV
orbital gap = 6.96 eV

--- 3 ---
A 3-piece molecular cluster, C3H8O2P overall. Source: the Open Molecules 2025 dataset; level of theory: ωB97M-V with the def2-TZVPD basis set.

Structure (ORCA input):
```
! RIJCOSX wB97M-V def2-TZVPD def2/J DEFGRID3
* xyz -1 1
C 1.09159 0.61355 -0.76464
C -0.88813 2.30784 -3.79881
C -1.34795 -2.34460 1.98655
O -0.52401 -1.27531 -1.35253
O -0.79552 1.08760 -3.55801
P 0.41058 -0.29704 -2.01813
H 1.09568 0.19346 0.19803
H 1.96196 1.25689 -0.96245
H -1.29618 3.13526 -3.12846
H -0.15164 2.57080 -4.57439
H -0.50750 -1.66062 2.04667
H -1.72297 -2.28353 2.95861
H -2.01441 -2.02247 1.21393
H -0.96568 -3.25545 1.63732
*
```

Results
HOMO level (alpha / beta) = -2.4 / -2.4 eV
orbital gap (alpha / beta) = 6.11 / 6.10 eV

Which of them is most stable? Easy: 2.

--- 1 ---
One molecule with the formula CH3N3O3. Source: the Open Molecules 2025 dataset; level of theory: ωB97M-V with the def2-TZVPD basis set.

Structure (ORCA input):
```
! RIJCOSX wB97M-V def2-TZVPD def2/J DEFGRID3
* xyz 0 1
C 3.05782 0.28867 -0.21126
N -1.15245 -0.14891 0.38189
N 0.16363 0.04572 0.64410
N 0.97248 -0.82794 0.28643
O 4.22092 0.59153 -0.13004
O 2.33536 -0.39597 0.66961
O 0.82792 -1.82935 -0.40278
H 2.38698 0.44566 -1.18279
H -1.25950 -0.87766 -0.28365
H -1.84900 -0.04747 1.06666
*
```

Results
structure (SMILES) = N/N=[N+](\[O-])OC=O
HOMO level = -10.0 eV
orbital gap = 10.41 eV

--- 2 ---
A 2-piece molecular cluster, CH3N3O3 overall. Source: the Open Molecules 2025 dataset; level of theory: ωB97M-V with the def2-TZVPD basis set.

Structure (ORCA input):
```
! RIJCOSX wB97M-V def2-TZVPD def2/J DEFGRID3
* xyz 0 1
C -1.18518 0.26680 -0.00704
N -0.30453 -0.43037 -0.60704
N 1.40178 0.58689 -0.84702
N 2.42928 0.20718 -0.00136
O -1.16231 1.31470 0.57842
O 2.44033 -0.97919 0.32060
O 3.18820 1.03864 0.32692
H -2.06919 -0.34005 -0.09796
H -0.18206 -0.85331 -1.51085
H 0.90467 1.43368 -0.79904
*
```

Results
HOMO level (alpha / beta) = -10.9 / -10.9 eV
orbital gap (alpha / beta) = 9.08 / 9.07 eV

Which of them is most stable? Easy: 1.

--- 1 ---
A 2-piece molecular cluster, CH3N3O3 overall. Source: the Open Molecules 2025 dataset; level of theory: ωB97M-V with the def2-TZVPD basis set.

Structure (ORCA input):
```
! RIJCOSX wB97M-V def2-TZVPD def2/J DEFGRID3
* xyz 0 1
C 0.42260 -1.18980 0.16694
N -0.98634 2.32700 -1.20960
N -0.41357 3.38758 -0.38832
N -0.52962 3.56719 -1.57147
O -0.04566 -0.92161 1.37309
O -0.45758 4.16726 -2.58477
O 0.58242 -0.36553 -0.69077
H 0.48263 -2.26732 -0.00566
H -0.27176 1.57410 -1.48140
H -0.20115 -0.05436 1.35978
*
```

Results
structure (SMILES) = [O-][N+]1=NN1.O=CO
HOMO level = -10.1 eV
orbital gap = 10.76 eV

--- 2 ---
One molecule with the formula CH3N3O3. Source: the Open Molecules 2025 dataset; level of theory: ωB97M-V with the def2-TZVPD basis set.

Structure (ORCA input):
```
! RIJCOSX wB97M-V def2-TZVPD def2/J DEFGRID3
* xyz 0 1
C 0.34945 -0.92796 -0.23574
N -0.67056 -1.35187 0.51207
N 0.82828 0.45800 0.20638
N -0.05712 1.48927 -0.09151
O 0.92007 -1.40176 -1.16637
O -1.19928 1.20944 -0.34735
O 0.37809 2.59360 -0.14365
H -0.98013 -0.70702 1.18213
H -1.37566 -1.89593 0.19899
H 1.80688 0.53424 -0.11495
*
```

Results
structure (SMILES) = NC(=O)N[N+](=O)[O-]
HOMO level = -10.9 eV
orbital gap = 11.35 eV

Which of them is most stable? Easy: 2.

--- 1 ---
A 2-piece molecular cluster, CHI2NO overall. Source: the Open Molecules 2025 dataset; level of theory: ωB97M-V with the def2-TZVPD basis set.

Structure (ORCA input):
```
! RIJCOSX wB97M-V def2-TZVPD def2/J DEFGRID3
* xyz 0 1
C -0.43342 1.40272 -1.57611
N -1.51888 1.74210 -1.36568
O -2.65244 1.87849 -1.07082
I 1.36434 1.78234 -2.39164
I 0.25569 -1.07667 1.00877
H 0.04369 0.65097 0.84991
*
```

Results
structure (SMILES) = [O-][N+]#CI.I
HOMO level = -9.7 eV
orbital gap = 9.04 eV

--- 2 ---
CHI2NO as an isolated structure. Source: the Open Molecules 2025 dataset; level of theory: ωB97M-V with the def2-TZVPD basis set.

Structure (ORCA input):
```
! RIJCOSX wB97M-V def2-TZVPD def2/J DEFGRID3
* xyz 0 1
C -0.24786 0.67154 -0.03545
N 0.28042 -1.32183 0.28299
O 0.01018 -2.10781 -0.60865
I 1.74552 0.46410 -0.50597
I -0.88965 1.73679 1.74051
H -0.89860 0.55721 -0.87343
*
```

Results
HOMO level (alpha / beta) = -8.4 / -8.6 eV
orbital gap (alpha / beta) = 7.56 / 7.68 eV

--- 3 ---
One molecule with the formula CHI2NO. Source: the Open Molecules 2025 dataset; level of theory: ωB97M-V with the def2-TZVPD basis set.

Structure (ORCA input):
```
! RIJCOSX wB97M-V def2-TZVPD def2/J DEFGRID3
* xyz 0 1
C -0.35392 -1.13059 -0.00525
N -0.20953 1.54287 0.18204
O 0.57980 -1.46972 -0.63944
I -0.05354 0.29115 1.70564
I 1.44264 1.85962 -0.94817
H -1.40546 -1.09332 -0.29482
*
```

Results
HOMO level = -8.0 eV
orbital gap = 7.07 eV

Which of them is most stable? Easy: 1.

--- 1 ---
One molecule with the formula C2H5OPS3. Source: the Open Molecules 2025 dataset; level of theory: ωB97M-V with the def2-TZVPD basis set.

Structure (ORCA input):
```
! RIJCOSX wB97M-V def2-TZVPD def2/J DEFGRID3
* xyz 0 1
C 0.58873 0.32614 -0.89457
C 0.04129 0.14122 0.45919
O -3.34972 -0.11271 -1.14923
P -2.93311 0.02214 0.21896
S 1.90056 -0.86433 -1.50210
S 1.12150 0.23042 1.85969
S -1.01413 -1.46123 0.48745
H -0.15833 0.20740 -1.65650
H 1.17733 1.30825 -1.00043
H 2.74591 0.05848 -1.08704
H 0.80238 1.39508 2.42703
H -0.92241 -1.25086 1.83755
*
```

Results
structure (SMILES) = O=P#[SH]=C(S)CS
HOMO level (alpha / beta) = -7.5 / -7.5 eV
orbital gap (alpha / beta) = 6.25 / 6.26 eV

--- 2 ---
One molecule with the formula C2H5OPS3. Source: the Open Molecules 2025 dataset; level of theory: ωB97M-V with the def2-TZVPD basis set.

Structure (ORCA input):
```
! RIJCOSX wB97M-V def2-TZVPD def2/J DEFGRID3
* xyz 0 1
C 0.05038 0.78828 -0.80187
C 0.26674 -0.14304 0.37599
O -3.34748 0.08650 0.68269
P -2.32783 -0.29227 1.62987
S 0.81336 0.21609 -2.44070
S 1.83481 -0.48946 1.03964
S -0.75415 -1.65445 0.20180
H -0.96592 0.81521 -0.81867
H 0.42448 1.84177 -0.58928
H 2.12379 0.45137 -1.98952
H 1.64563 0.56803 1.75099
H 0.23621 -2.18800 0.95906
*
```

Results
structure (SMILES) = O=P#[SH]=C(S)CS
HOMO level (alpha / beta) = -7.2 / -7.9 eV
orbital gap (alpha / beta) = 6.21 / 7.36 eV

--- 3 ---
One molecule with the formula C2H5OPS3. Source: the Open Molecules 2025 dataset; level of theory: ωB97M-V with the def2-TZVPD basis set.

Structure (ORCA input):
```
! RIJCOSX wB97M-V def2-TZVPD def2/J DEFGRID3
* xyz 0 1
C -0.80495 -0.10031 -0.31018
C -0.29150 0.97574 0.59608
O -0.27861 0.11370 -1.56578
P 1.35650 0.18263 -1.66180
S 2.03284 0.99664 -3.26518
S 1.57650 1.05627 0.26888
S 2.07396 -2.00051 -1.19890
H -0.70281 -1.12213 0.09844
H -1.86146 0.05044 -0.28437
H -0.90268 1.90342 0.42215
H -0.41700 0.93782 1.79603
H 3.35387 -1.70586 -1.24123
*
```

Results
structure (SMILES) = S=[P@]1(S)OCCS1
HOMO level = -9.1 eV
orbital gap = 8.90 eV

Which of them is most stable? Easy: 3.